(1)
ORCA calculation (ωB97M-V/def2-TZVPD) on one molecule with the formula C3H5Cl3N2.

```
13
Properties=species:S:1:pos:R:3:mulliken_charge:R:1
H -2.07749 1.96480 -0.38916 0.260
N -0.86425 1.95632 -0.15471 -0.787
C -0.44457 0.68086 -0.11042 0.228
N 0.92973 0.55027 -0.08559 -0.209
C 1.76844 -0.63543 0.03255 -0.879
C -1.38307 -0.42860 0.07982 0.504
Cl -3.04023 -0.10441 -0.32919 -0.156
Cl -1.24781 -0.92409 1.77673 -0.104
Cl -0.81226 -1.81670 -0.94425 -0.156
H 1.27388 1.55361 -0.15029 0.324
H 1.85698 -1.19593 -0.89000 0.287
H 1.42849 -1.42390 0.72477 0.335
H 2.61216 -0.17680 0.43974 0.353
```

Its HOMO energy is -0.3277 Eh. The value obtained for the energy above the lowest of the compared OMol25 structures with the same formula, charge and spin is 0.7749 eV. For the orbital gap, the calculation gives 0.3459 Eh. The total energy is -43737.75287 eV. Its SMILES is [H]/N=C(/NC)C(Cl)(Cl)Cl. The lowest unoccupied orbital energy is 0.493 eV.



(2)
ORCA calculation (ωB97M-V/def2-TZVPD) on a 8-piece molecular cluster, C27H48O24 overall.

```
99
Properties=species:S:1:pos:R:3:mulliken_charge:R:1
C 0.25245 1.25062 -0.66586 1.448
C 0.93645 2.20162 0.30914 -0.066
C 0.32245 3.63162 0.41014 -0.026
O -0.05855 3.64862 1.79314 -0.320
C 0.29545 2.59562 2.40714 0.551
O 0.17845 2.30662 3.58314 -0.644
O 0.86745 1.69262 1.59114 -0.072
H 0.60545 0.29362 -0.57086 -1.268
H 0.31445 1.78562 -1.66486 0.088
H -0.83155 1.12662 -0.52186 -0.444
H 1.98645 2.09762 0.08214 0.408
H -0.66155 3.53662 -0.10386 0.035
H 0.96845 4.50362 0.20114 0.303
C 0.63445 -2.22238 4.00614 -1.284
C -0.06955 -2.49938 2.67814 0.814
C -1.42755 -3.17838 2.72714 -0.565
O -2.37955 -2.16038 2.59014 -0.410
C -1.65755 -1.07238 1.98314 0.096
O -2.25055 -0.10038 1.55014 -0.473
O -0.37655 -1.24038 1.94214 0.450
H 1.06545 -3.07938 4.55014 0.471
H -0.05655 -1.53238 4.56214 0.126
H 1.56145 -1.62138 3.79014 0.418
H 0.42745 -3.21138 2.03214 -0.178
H -1.52355 -3.50538 3.78514 0.376
H -1.57155 -4.02138 2.04914 0.244
C 0.19745 0.41062 -4.76986 -0.411
C 0.98945 1.56962 -5.31186 0.271
C 0.19245 2.51762 -6.35086 -0.130
O 0.25545 3.70262 -5.65986 -0.366
C 0.92645 3.73362 -4.56886 0.789
O 1.06345 4.77062 -3.88386 -0.644
O 1.24145 2.50562 -4.26686 -0.314
H -0.55655 0.80162 -4.07286 -0.358
H 0.96745 -0.14838 -4.14086 0.258
H -0.32955 -0.12338 -5.53186 0.301
H 2.00045 1.25562 -5.67686 0.345
H -0.89655 2.27262 -6.65886 -0.058
H 0.74245 2.52062 -7.34686 0.269
C 2.08145 -4.04238 -0.73986 -0.312
O 1.41445 -3.05938 -1.56986 -0.300
C 0.16945 -2.80038 -1.30986 0.636
O -0.46055 -3.47638 -0.20186 -0.675
O -0.28855 -1.78238 -1.91586 0.007
C -1.60255 -1.42338 -1.56786 0.052
H 3.12545 -4.24038 -0.92886 0.212
H 1.59845 -4.97738 -0.77186 0.324
H 1.95745 -3.60538 0.22514 -0.055
H -2.39655 -2.16838 -1.74886 0.498
H -1.69555 -0.50138 -2.22586 -0.114
H -1.71455 -1.07038 -0.59386 -0.265
C -3.44155 0.68962 -7.12986 -0.614
O -3.46655 1.90562 -6.49286 -0.324
C -3.25755 2.00562 -5.22986 0.781
O -3.18655 0.77662 -4.49786 -0.565
O -3.04055 3.25562 -4.74486 -0.358
C -2.67155 3.35662 -3.33286 -0.248
H -3.82155 0.71462 -8.17686 0.265
H -4.11255 0.00562 -6.64786 0.314
H -2.53955 0.05562 -7.12686 0.219
H -3.46755 3.19862 -2.54086 0.260
H -2.41055 4.39662 -3.17486 0.408
H -1.94655 2.59762 -3.08686 -0.100
C 0.26345 0.15462 6.70914 -0.576
O 0.33845 -1.14238 7.08814 -0.329
C 1.46745 -1.79938 7.26914 0.881
O 2.70345 -1.27938 7.01814 -0.628
O 1.23745 -2.99238 7.93514 -0.332
C 2.39345 -3.68638 8.21714 -0.647
H 0.82645 0.76962 7.34214 0.420
H -0.78355 0.48162 6.86114 0.243
H 0.38145 0.38362 5.59314 0.191
H 3.13145 -3.89438 7.32614 0.238
H 2.40745 -4.52538 8.88914 0.303
H 2.90845 -2.93838 8.79414 0.302
C -3.97555 3.03062 2.34714 -0.330
O -4.72055 2.15362 1.58414 -0.358
C -4.25255 1.92562 0.30914 0.783
O -3.37355 2.76362 -0.30986 -0.573
O -4.80555 0.88962 -0.28086 -0.365
C -4.29455 0.47962 -1.52786 -0.169
H -2.96755 2.69062 2.19914 -0.019
H -4.24555 3.02362 3.39314 0.272
H -3.89655 4.05862 2.08214 0.284
H -4.22655 -0.53538 -1.59986 0.623
H -3.31055 0.77062 -1.77686 -0.339
H -4.95055 0.93962 -2.34386 0.262
C 7.44345 -2.37538 0.16714 -0.625
O 6.11545 -2.46738 0.37514 -0.276
C 5.22445 -1.36438 0.30014 0.607
O 5.60045 -0.09238 -0.03486 -0.598
O 3.93945 -1.83238 0.52614 -0.178
C 2.89345 -0.93038 0.85114 -0.305
H 7.72245 -1.67738 -0.61286 0.327
H 7.69645 -3.43538 -0.08186 0.215
H 8.02245 -2.09638 1.11514 0.252
H 2.07745 -1.09538 0.20214 -0.351
H 3.38245 0.05662 0.93614 0.606
H 2.45445 -1.23738 1.81414 0.109
```

Its HOMO energy is -0.3809 Eh. The value obtained for the energy above the lowest of the compared OMol25 structures with the same formula, charge and spin is 8.6099 eV. For the orbital gap, the calculation gives 0.3944 Eh. The total energy is -77908.25615 eV. Its SMILES is C[C@H]1COC(=O)O1.C[C@H]1COC(=O)O1.C[C@H]1COC(=O)O1.COC(=O)OC.COC(=O)OC.COC(=O)OC.COC(=O)OC.COC(=O)OC. The lowest unoccupied orbital energy is 0.366 eV.



(3)
ORCA calculation (ωB97M-V/def2-TZVPD) on C6H12N2P as an isolated structure.

```
21
Properties=species:S:1:pos:R:3:mulliken_charge:R:1
C 0.02966 -1.15353 1.11298 -1.299
C 0.03274 1.04171 -1.64047 -0.966
C 0.18111 0.39364 0.85281 -0.159
C -1.15825 0.74357 -0.64160 -0.735
C 0.32033 -1.52516 -0.34548 0.256
C 0.12039 0.00303 -0.65409 0.476
N -0.93600 1.19828 0.69718 -0.121
N 1.73723 -2.04496 -0.46748 -0.165
P -1.07954 2.83370 1.35790 -0.069
H 0.67406 -1.62295 1.91443 0.362
H -0.88139 -1.33907 1.50126 0.399
H -0.20303 0.61137 -2.55023 0.311
H 0.48801 2.07814 -1.64027 0.226
H 1.02908 0.81157 1.29126 0.509
H -2.21835 0.62896 -0.88916 0.419
H -0.31471 -2.18594 -0.92919 0.506
H 2.24437 -1.26702 -0.20323 0.326
H 2.05395 -2.20908 -1.35991 0.317
H 1.74616 -2.80471 0.11888 0.295
H -2.08813 2.75818 2.26019 0.063
H -1.77771 3.05025 0.21423 0.050
```

Its HOMO energy is -0.4177 Eh. The value obtained for the energy above the lowest of the compared OMol25 structures with the same formula, charge and spin is 4.9390 eV. The charge is +1. For the orbital gap, the calculation gives 0.2910 Eh. The total energy is -18673.95253 eV. The lowest unoccupied orbital energy is -3.448 eV.



(4)
ORCA calculation (ωB97M-V/def2-TZVPD) on an isolated ion of composition CH3N5O and charge +2.

```
10
Properties=species:S:1:pos:R:3:mulliken_charge:R:1
C -0.23273 0.32536 -0.56986 0.406
N -0.94362 -0.91301 1.00081 0.842
N -1.23677 -0.28562 0.07632 -0.141
N -0.17540 -1.56490 1.56542 -0.265
N -0.60080 0.81798 -1.66093 0.654
N 1.00390 0.55793 -0.11682 -0.426
O -0.82848 1.56024 -2.49150 -0.098
H -0.03911 -1.95394 2.45460 0.356
H 1.87898 -0.09838 -0.28627 0.359
H 1.17402 1.55435 0.02823 0.313
```

Its HOMO energy is -0.7814 Eh. The value obtained for the energy above the lowest of the compared OMol25 structures with the same formula, charge and spin is 3.5378 eV. The charge is +2. For the orbital gap, the calculation gives 0.3049 Eh. The total energy is -10554.72699 eV. The lowest unoccupied orbital energy is -12.967 eV.



(5)
ORCA calculation (ωB97M-V/def2-TZVPD) on C24H39F2FeO24 as an isolated structure.

```
90
Properties=species:S:1:pos:R:3:mulliken_charge:R:1
Fe -8.19431 -7.71057 -27.79759 1.156
C -5.01519 -6.76888 -25.61621 -1.274
C -6.07344 -7.33080 -26.49736 1.239
O -6.33047 -6.81591 -27.63072 -0.585
O -6.88124 -8.24376 -26.14805 -0.724
H -4.73823 -5.77747 -25.95626 0.324
H -4.16996 -7.44619 -25.49820 0.336
H -5.41220 -6.69302 -24.60086 0.339
C -8.70520 -8.11585 -31.74730 -1.330
C -8.56115 -8.10071 -30.26342 1.084
O -9.52813 -8.02178 -29.46159 -0.536
O -7.39699 -8.12795 -29.75797 -0.642
H -8.20297 -7.24463 -32.17393 0.337
H -9.72605 -8.14737 -32.11470 0.307
H -8.13659 -8.94637 -32.17136 0.353
C -10.40348 -4.96537 -26.00235 -0.519
C -9.75057 -6.03593 -26.78857 1.808
O -9.77138 -7.25695 -26.45017 -0.795
O -8.96735 -5.77510 -27.76115 -1.120
H -11.28392 -5.31135 -25.45879 0.339
H -10.72925 -4.12843 -26.61410 -0.134
H -9.74287 -4.57763 -25.22447 0.066
C -13.47636 -5.21979 -30.59036 -0.314
C -14.08377 -5.74170 -29.27626 0.323
O -13.41233 -5.03051 -28.28653 -0.187
C -12.67116 -4.03426 -28.83642 0.493
O -12.03430 -3.24827 -28.23059 -0.489
O -12.79357 -4.04664 -30.19023 -0.319
F -13.89492 -7.08191 -29.10749 -0.292
H -14.29808 -4.94532 -31.24710 0.296
H -12.82557 -5.97435 -31.02849 0.221
H -15.16382 -5.59006 -29.23444 0.205
C -7.74412 -3.01398 -28.93966 -0.021
C -7.17486 -1.59801 -29.08674 0.251
O -8.28827 -0.78000 -29.02975 -0.322
C -9.33429 -1.50685 -29.56237 0.594
O -10.39668 -1.06895 -29.83420 -0.502
O -8.99019 -2.79956 -29.66915 -0.225
F -6.48332 -1.48693 -30.25222 -0.339
H -8.00506 -3.31632 -27.93119 -0.094
H -7.13350 -3.71857 -29.49162 0.382
H -6.51628 -1.41145 -28.23597 0.379
C -9.64142 -1.43289 -25.98931 -0.651
O -9.57383 -1.03479 -24.63465 -0.277
C -9.80490 0.25976 -24.41821 0.697
O -10.20033 1.04234 -25.23788 -0.578
O -9.53050 0.52887 -23.14438 -0.237
C -9.72910 1.86230 -22.70768 -0.717
H -10.61262 -1.26285 -26.45286 0.462
H -9.42913 -2.49696 -26.03805 -0.070
H -8.89075 -0.97732 -26.63695 0.414
H -8.76074 2.35906 -22.62211 0.283
H -10.14996 1.78204 -21.70869 0.162
H -10.36803 2.44356 -23.36406 0.373
C -13.39655 -7.86429 -26.14320 -0.902
O -14.51380 -6.97779 -26.32557 -0.042
C -15.60339 -7.21757 -25.61622 0.643
O -15.79957 -8.20137 -24.95025 -0.577
O -16.43978 -6.19620 -25.75183 -0.302
C -17.77173 -6.39654 -25.32379 -0.712
H -13.32916 -8.08430 -25.07395 0.581
H -12.50639 -7.32017 -26.43264 0.037
H -13.59771 -8.78608 -26.68149 0.388
H -17.88254 -6.12412 -24.27226 0.283
H -18.07728 -7.43489 -25.44575 0.328
H -18.44268 -5.75834 -25.89291 0.240
C -10.53110 -10.44705 -25.65772 -0.585
O -9.71801 -11.39726 -26.34108 -0.390
C -8.77740 -10.85940 -27.07968 0.614
O -8.79257 -9.70197 -27.44421 -0.113
O -7.88865 -11.75540 -27.43518 -0.405
C -6.86040 -11.32376 -28.30724 -0.505
H -11.22983 -10.95890 -25.00226 0.295
H -11.15693 -9.91236 -26.37614 0.174
H -9.93587 -9.73385 -25.09263 0.284
H -6.31779 -10.44270 -27.96089 0.126
H -7.26874 -11.01904 -29.27722 0.251
H -6.18168 -12.15229 -28.46905 0.296
C -8.89765 -3.84165 -21.73695 -0.327
O -9.35343 -2.51073 -21.53474 -0.219
C -8.83769 -1.87269 -20.49115 0.741
O -8.09127 -2.34259 -19.66900 -0.571
O -9.31699 -0.63568 -20.48136 -0.201
C -8.91202 0.19837 -19.39940 -0.701
H -9.12782 -4.11960 -22.76105 -0.160
H -9.40211 -4.52789 -21.05579 0.309
H -7.82298 -3.91149 -21.57199 0.358
H -7.83079 0.14346 -19.27547 0.331
H -9.36589 -0.16761 -18.47638 0.301
H -9.23893 1.21146 -19.59577 0.203
```

Its HOMO energy (alpha / beta) is -0.3787 / -0.3845 Eh. The value obtained for the energy above the lowest of the compared OMol25 structures with the same formula, charge and spin is 0.0971 eV. For the orbital gap (alpha / beta), the calculation gives 0.3903 / 0.3429 Eh. The total energy is -114485.51554 eV. The lowest unoccupied orbital energy (alpha / beta) is 0.316 / -1.134 eV. As for the spin multiplicity: 6. Its expectation value of S² is 8.756.



Q: Number 1 is which compound?
A: C3H5Cl3N2